This record from the OMol25 dataset describes a molecular structure, C20H21BF6N15NaO6S2. The level of theory is ωB97M-V/def2-TZVPD.

XYZ file:
```
72
Properties=species:S:1:pos:R:3
Na -0.68 -0.45 -0.98
C -3.01 -4.43 -1.01
C -2.77 -3.05 -1.15
N -1.57 -2.74 -0.66
N -1.03 -3.88 -0.21
C -1.87 -4.92 -0.40
B 0.33 -3.92 0.50
N 0.24 -3.25 1.90
C 0.79 -3.70 3.04
C 0.46 -2.81 4.05
C -0.31 -1.83 3.40
N -0.45 -2.11 2.11
N 1.42 -3.24 -0.36
C 2.41 -3.86 -1.02
C 3.13 -2.90 -1.71
C 2.48 -1.70 -1.39
N 1.46 -1.91 -0.58
H -3.89 -4.98 -1.30
H -3.39 -2.28 -1.56
H -1.60 -5.91 -0.09
H 0.66 -5.08 0.66
H 1.37 -4.61 3.05
H 0.73 -2.87 5.09
H -0.78 -0.95 3.80
H 2.52 -4.93 -0.96
H 3.98 -3.05 -2.36
H 2.70 -0.70 -1.72
F -1.96 1.55 -4.03
C -1.29 0.93 -4.99
F -2.03 -0.09 -5.45
F -1.10 1.78 -6.00
S 0.31 0.28 -4.36
O -0.06 -0.64 -3.32
O 0.97 -0.22 -5.53
N 1.01 1.60 -3.89
S 1.10 2.19 -2.44
O 1.03 1.23 -1.37
O 0.42 3.44 -2.30
C 2.88 2.66 -2.44
F 3.67 1.60 -2.61
F 3.19 3.22 -1.26
F 3.17 3.55 -3.40
N -2.90 -0.32 1.58
N -4.05 -0.25 0.76
C -3.96 0.28 -0.56
O -5.04 0.64 -1.08
O -2.80 0.33 -1.05
H -2.42 -1.20 1.39
H -2.25 0.41 1.29
H -4.85 0.12 1.24
N 2.35 -0.48 1.98
C 2.07 0.78 2.31
N 2.90 1.42 3.16
C 2.57 2.68 3.38
N 3.34 3.38 4.28
N 1.55 3.35 2.84
C 0.79 2.60 2.02
N 0.98 1.33 1.75
C -0.35 3.29 1.34
C -0.49 4.67 1.46
C -1.52 5.28 0.76
C -2.36 4.50 -0.02
C -2.15 3.13 -0.06
N -1.17 2.54 0.61
H 3.17 -0.91 2.36
H 1.79 -0.95 1.28
H 4.27 2.99 4.41
H 3.29 4.38 4.18
H 0.20 5.23 2.07
H -1.66 6.36 0.82
H -3.17 4.94 -0.59
H -2.76 2.47 -0.66
```

For the strongest force on any atom, the calculation gives 0.28 eV Å⁻¹. The energy above the lowest of the compared OMol25 structures with the same formula, charge and spin is 11.5 kcal per mole. As for the net charge: -2. Its orbital gap is 6.89 eV. The spin multiplicity is 1. The value obtained for the total energy is -3630.60357 Eh. As for the HOMO energy: -2.93 eV.